This record from the Open Molecules 2025 dataset describes C48H78CrN7O2SSi as an isolated structure. The level of theory is wB97M-V/def2-TZVPD.

2S+1 = 4
Frontier orbital gap (alpha / beta) = 7.592 / 7.832 eV
Total energy = -4141.897577 a.u.
M = 897.3 g/mol

Cartesian coordinates (Å):
Cr1 -0.0049 -0.2539 0.4181
C1 1.3258 2.7556 -0.2893
N1 1.7227 1.3863 0.0871
C2 2.6616 1.4811 1.2121
C3 2.3838 0.7731 -1.0712
C4 1.3806 0.5350 -2.1901
N2 0.1801 -0.2025 -1.7113
C5 -1.0215 0.4154 -2.3018
C6 -2.3554 -0.2198 -1.9848
C7 -3.3761 0.1132 -2.8625
C8 -4.6811 -0.2986 -2.6636
C9 -4.8958 -1.1592 -1.5934
C10 -3.9075 -1.5641 -0.7053
C11 -2.6028 -1.0096 -0.8397
O1 -1.6482 -1.2399 0.0586
C12 -4.3209 -2.4941 0.4475
C13 -5.5897 -3.2962 0.1091
C14 -4.6386 -1.5999 1.6660
C15 -3.2583 -3.5610 0.7680
C16 -5.8035 0.2045 -3.5641
C17 -5.6101 -0.3214 -4.9929
C18 -7.1884 -0.2283 -3.0742
C19 -5.7732 1.7441 -3.5757
C20 0.2367 -1.6314 -2.1659
C21 1.5689 -2.2729 -1.9296
C22 2.3152 -2.7304 -3.0024
C23 3.5665 -3.3046 -2.8254
C24 3.9854 -3.4703 -1.5093
C25 3.2674 -3.0376 -0.3994
C26 2.0458 -2.3417 -0.6072
O2 1.3760 -1.7421 0.3637
C27 3.7710 -3.3522 1.0141
C28 2.7369 -4.2820 1.6709
C29 5.1171 -4.0814 1.0233
C30 3.9515 -2.0557 1.8187
C31 4.4216 -3.6823 -4.0317
C32 5.7619 -4.3009 -3.6309
C33 3.6708 -4.6984 -4.9055
C34 4.7066 -2.4085 -4.8455
H1 2.1585 3.2554 -0.8003
H2 1.0730 3.3281 0.5950
H3 0.4514 2.7514 -0.9346
H4 3.5167 2.1204 0.9580
H5 3.0277 0.4890 1.4717
H6 2.1402 1.9020 2.0686
H7 2.8367 -0.1667 -0.7686
H8 3.1853 1.4255 -1.4456
H9 1.8777 -0.0278 -2.9794
H10 1.0683 1.4889 -2.6137
H11 -0.9085 0.4186 -3.3935
H12 -1.0555 1.4511 -1.9626
H13 -3.1302 0.7348 -3.7192
H14 -5.8951 -1.5390 -1.4436
H15 -6.4804 -2.6691 0.0628
H16 -5.7544 -4.0332 0.8975
H17 -5.4796 -3.8228 -0.8407
H18 -5.6326 -1.1648 1.5447
H19 -3.9387 -0.7698 1.7497
H20 -4.6235 -2.1702 2.5990
H21 -3.1932 -4.2647 -0.0658
H22 -3.5485 -4.1188 1.6622
H23 -2.2742 -3.1367 0.9199
H24 -5.6674 -1.4110 -5.0111
H25 -4.6411 -0.0220 -5.3954
H26 -6.3912 0.0756 -5.6465
H27 -7.3222 -1.3103 -3.1300
H28 -7.9495 0.2310 -3.7073
H29 -7.3624 0.0976 -2.0468
H30 -4.8872 2.1228 -4.0875
H31 -5.7644 2.1255 -2.5530
H32 -6.6538 2.1383 -4.0883
H33 0.0023 -1.6648 -3.2349
H34 -0.5375 -2.1734 -1.6277
H35 1.8915 -2.6288 -3.9968
H36 4.9309 -3.9642 -1.3392
H37 2.7331 -5.2410 1.1489
H38 1.7361 -3.8640 1.5945
H39 2.9701 -4.4616 2.7239
H40 5.0432 -5.0567 0.5388
H41 5.4228 -4.2457 2.0583
H42 5.9011 -3.4999 0.5341
H43 3.0127 -1.5116 1.8732
H44 4.6981 -1.4228 1.3308
H45 4.2982 -2.2704 2.8333
H46 5.6194 -5.2494 -3.1093
H47 6.3422 -3.6311 -2.9935
H48 6.3493 -4.4971 -4.5296
H49 3.4448 -5.5936 -4.3240
H50 4.2794 -4.9865 -5.7659
H51 2.7317 -4.2869 -5.2764
H52 5.2367 -1.6789 -4.2299
H53 3.7804 -1.9514 -5.1958
H54 5.3241 -2.6384 -5.7175
C35 -4.7759 4.8956 0.4985
Si1 -3.0382 4.6408 -0.1921
C36 -2.3138 6.2545 -0.8836
C37 -3.1798 3.4813 -1.6711
C38 -1.8725 4.2225 1.2513
C39 -1.5656 5.2762 2.1052
C40 -0.6531 5.1353 3.1410
C41 -0.0522 3.9035 3.2893
N3 -0.3356 2.8592 2.5155
C42 -1.2311 2.9873 1.5272
S1 -1.6426 1.5530 0.6315
H55 -5.4366 5.3421 -0.2473
H56 -4.7741 5.5429 1.3779
H57 -5.2041 3.9345 0.7917
H58 -2.8215 6.5530 -1.8030
H59 -1.2538 6.1202 -1.1119
H60 -2.3939 7.0832 -0.1766
H61 -3.9860 3.8325 -2.3217
H62 -3.4019 2.4579 -1.3751
H63 -2.2598 3.4801 -2.2608
H64 -2.0423 6.2403 1.9581
H65 -0.4172 5.9581 3.8016
H66 0.6879 3.7273 4.0665
C43 -1.5061 -0.7611 3.0702
N4 -1.7704 -1.3038 4.3939
C44 -0.9325 -0.5975 5.3609
N5 0.4915 -0.7490 5.0496
C45 0.7416 -0.2196 3.7137
N6 -0.0726 -0.9024 2.6705
C46 0.2707 -2.3489 2.7549
N7 0.0097 -2.9088 4.0742
C47 -1.4072 -2.7200 4.3941
C48 0.8039 -2.1786 5.0595
H67 -1.7664 0.2941 3.0620
H68 -2.1044 -1.2900 2.3375
H69 -1.1261 -0.9980 6.3582
H70 -1.1862 0.4647 5.3468
H71 1.8002 -0.3692 3.4830
H72 0.5004 0.8351 3.6823
H73 1.3288 -2.4571 2.5326
H74 -0.3083 -2.8993 2.0122
H75 -1.6161 -3.1478 5.3769
H76 -2.0075 -3.2368 3.6422
H77 1.8663 -2.3188 4.8457
H78 0.5908 -2.5802 6.0525